{
  "formula": "C19H40N5O7",
  "method": "ωB97M-V/def2-TZVPD",
  "species": ["C", "N", "C", "C", "O", "C", "O", "C", "C", "O", "C", "O", "C", "O", "C", "C", "N", "C", "C", "C", "N", "C", "N", "C", "C", "N", "O", "C", "C", "C", "O", "H", "H", "H", "H", "H", "H", "H", "H", "H", "H", "H", "H", "H", "H", "H", "H", "H", "H", "H", "H", "H", "H", "H", "H", "H", "H", "H", "H", "H", "H", "H", "H", "H", "H", "H", "H", "H", "H", "H", "H"],
  "coordinates": [[4.41810, -1.48246, -0.67956], [4.09760, -0.06656, -0.69978], [2.91184, 0.36138, 0.02095], [2.41483, 1.60201, -0.74599], [2.24736, 1.25081, -2.10617], [1.12880, 2.19742, -0.15342], [0.04404, 1.35990, -0.47326], [-1.25051, 1.91851, -0.28789], [-1.78687, 1.73813, 1.15264], [-2.52715, 2.88754, 1.48191], [-2.64329, 0.45645, 1.25782], [-1.71426, -0.60913, 1.02927], [-2.07100, -1.81633, 0.41510], [-1.77930, -1.78766, -0.97061], [-0.38182, -1.63667, -1.24133], [-0.21715, -1.43322, -2.75351], [0.07920, -0.02886, -3.12092], [0.37859, -2.84817, -0.70135], [0.17248, -2.90192, 0.80978], [-1.32236, -2.98071, 1.12531], [-1.52050, -2.99632, 2.55360], [-3.90122, 0.58348, 0.36585], [-4.99670, 0.99068, 1.22137], [-3.63796, 1.52951, -0.82822], [-2.20968, 1.27037, -1.29150], [-1.88505, 1.68156, -2.66601], [1.28214, 2.42761, 1.21028], [1.72978, 1.31773, 1.96954], [3.09300, 0.77231, 1.50033], [3.50677, -0.39109, 2.40726], [4.08177, 1.78038, 1.49938], [4.65519, -1.88740, 0.30844], [3.57252, -2.04046, -1.08411], [5.27620, -1.64093, -1.33056], [4.88944, 0.48312, -0.37953], [2.15814, -0.43001, -0.04234], [3.18788, 2.37655, -0.65820], [3.06329, 0.74855, -2.29995], [0.95339, 3.19661, -0.58384], [-1.20424, 3.00314, -0.46711], [-0.92610, 1.63315, 1.81992], [-2.65838, 2.92150, 2.43576], [-3.01421, 0.35262, 2.28948], [-3.14969, -2.00525, 0.47470], [-0.03093, -0.73807, -0.71780], [-1.14333, -1.74453, -3.24004], [0.59417, -2.06797, -3.11455], [-0.75281, 0.68994, -2.95216], [0.32805, 0.02030, -4.10882], [0.88421, 0.37134, -2.56980], [1.43968, -2.76148, -0.93862], [-0.01007, -3.75771, -1.16216], [0.67030, -3.76649, 1.24637], [0.57663, -1.99910, 1.27315], [-1.72275, -3.91322, 0.71182], [-1.25521, -2.10126, 2.95042], [-2.49042, -3.17093, 2.78929], [-4.15909, -0.40240, -0.03297], [-4.85176, 1.94184, 1.54394], [-5.87546, 0.96660, 0.71727], [-3.76475, 2.56837, -0.51792], [-4.34939, 1.31266, -1.62804], [-2.06897, 0.18970, -1.26990], [-2.67974, 1.49531, -3.27216], [-1.69029, 2.67789, -2.71483], [1.79915, 1.69664, 2.99186], [0.99209, 0.50404, 1.93420], [4.53842, -0.66641, 2.20492], [2.86717, -1.25568, 2.25442], [3.43796, -0.08975, 3.45084], [4.17221, 2.14256, 2.38773]],
  "forces_ev_per_angstrom": [[0.0551, -0.1298, -0.0238], [0.1777, 0.1487, 0.1472], [0.0697, 0.6555, 0.1129], [-0.1173, -0.0543, 0.5921], [-0.0867, 0.0771, -0.1886], [0.2813, 0.4040, -0.5987], [0.1671, -0.0552, 0.0305], [-0.3053, -0.0568, 0.0499], [0.4520, -0.8075, 0.0275], [-0.3247, 0.2757, 0.1169], [-0.0587, 0.4068, 0.3976], [0.1814, -0.0820, -0.2362], [-0.2067, -0.5083, 0.3323], [-0.0294, -0.0978, -0.1114], [0.3478, -0.1046, -0.0321], [-0.1847, -0.4487, 0.3746], [0.1499, 0.1523, 0.1171], [-0.1849, 0.3875, 0.1382], [-0.3250, -0.2607, -0.2111], [0.1304, 0.4475, -0.2423], [-0.1224, -0.0024, 0.1486], [0.1580, 0.0395, -0.1645], [-0.3051, 0.0225, 0.1083], [0.1537, -0.2839, 0.0561], [-0.0020, 0.2172, 0.1593], [-0.2942, 0.3819, 0.0487], [-0.0285, 0.0791, 0.0020], [0.2793, -0.1075, -0.0509], [-0.5025, -0.5283, 0.0888], [-0.0764, 0.3216, -0.2843], [0.1305, 0.1901, -0.0330], [-0.0278, -0.0030, 0.0026], [0.0513, -0.0683, -0.0206], [-0.0146, -0.1311, -0.0018], [-0.0254, 0.0193, -0.0535], [-0.0181, -0.0065, 0.0419], [-0.1665, -0.0929, 0.0076], [0.0543, 0.0215, 0.0637], [-0.0229, -0.2016, 0.0586], [-0.0268, -0.0325, -0.0112], [-0.0779, -0.0003, -0.1303], [0.0636, 0.0289, -0.0086], [0.0605, 0.0324, -0.2019], [0.1668, 0.0959, 0.0196], [0.0074, -0.1787, -0.1103], [0.0952, 0.0242, -0.0752], [-0.0425, 0.0924, -0.0556], [0.3457, -0.2745, -0.2824], [-0.0049, 0.0696, 0.1125], [-0.2224, -0.1879, -0.3549], [0.0381, -0.0120, -0.0892], [0.0443, -0.0650, -0.1116], [0.0268, 0.0295, 0.0694], [0.1045, 0.0731, 0.0743], [0.0288, 0.1103, -0.0305], [-0.0572, -0.0388, 0.0235], [0.0340, 0.0031, 0.0862], [0.0659, 0.0935, 0.0112], [-0.0648, -0.0267, -0.0670], [0.0017, 0.0311, 0.0552], [-0.0753, -0.0186, -0.0669], [-0.0071, 0.0304, -0.0110], [0.0482, 0.1535, 0.0705], [0.0393, 0.1008, -0.0013], [-0.0672, -0.0136, -0.0686], [0.0232, -0.1473, -0.0016], [0.0195, 0.0084, 0.0618], [0.0496, -0.0484, -0.0299], [-0.0874, -0.1557, 0.0289], [0.0012, 0.0037, 0.1380], [0.0596, 0.0025, -0.0137]],
  "smiles": "CN[C@@H]1[C@@H](O)[C@@H](O[C@@H]2[C@@H](O)[C@H](O[C@H]3O[C@H](C[NH3+])CC[C@H]3N)[C@@H](N)C[C@H]2N)OC[C@]1(C)O",
  "relative_energy_kj_mol": 17.1,
  "multiplicity": 1,
  "charge": 1,
  "e_lumo_ev": -2.109,
  "homo_energy_ha": -0.4287
}